Record 1
# C40H114N6O14

14 unconnected molecules or ions with the total composition C40H114N6O14 at a distorted geometry (ωB97M-V/def2-TZVPD, the Open Molecules 2025 dataset).

Results
- E_HOMO: -0.3213 Ha
- Orbital gap: 9.13 eV
- Charge: 0

Positions of all 174 atoms, in Å:
C1 -21.706 2.289 21.114
C2 -20.904 3.342 21.754
C3 -19.808 2.854 22.716
O1 -20.430 1.969 23.658
C4 -19.598 1.616 24.803
N1 -20.284 4.233 20.800
H1 -22.195 1.652 21.836
H2 -21.115 1.643 20.483
H3 -22.465 2.802 20.535
H4 -21.630 3.949 22.332
H5 -19.370 3.658 23.265
H6 -19.084 2.211 22.197
H7 -19.168 2.519 25.251
H8 -18.756 0.975 24.598
H9 -20.241 1.142 25.555
H10 -21.004 4.890 20.529
H11 -19.916 3.725 19.994
C5 -11.728 -1.812 23.189
C6 -11.179 -0.607 22.457
C7 -10.098 -0.865 21.522
O2 -9.015 -1.336 22.291
C8 -7.956 -1.832 21.558
N2 -12.259 0.147 21.754
H12 -12.273 -1.579 24.095
H13 -10.851 -2.380 23.535
H14 -12.398 -2.423 22.614
H15 -10.749 0.045 23.217
H16 -9.751 0.025 21.028
H17 -10.355 -1.600 20.738
H18 -8.207 -2.836 21.194
H19 -7.083 -1.937 22.193
H20 -7.729 -1.174 20.724
H21 -13.070 0.268 22.364
H22 -12.533 -0.218 20.862
C9 -21.963 3.234 15.432
C10 -21.301 3.270 16.799
C11 -19.790 3.188 16.662
O3 -19.083 3.189 17.897
C12 -17.693 3.271 17.745
N3 -21.645 4.454 17.589
H23 -22.973 3.663 15.462
H24 -21.873 2.235 15.070
H25 -21.373 3.844 14.707
H26 -21.638 2.382 17.375
H27 -19.431 4.074 16.133
H28 -19.519 2.277 16.154
H29 -17.412 4.193 17.184
H30 -17.252 2.427 17.210
H31 -17.267 3.342 18.751
H32 -21.474 5.323 17.076
H33 -22.567 4.345 17.979
C13 -17.536 -1.719 26.001
C14 -17.684 -2.360 27.387
C15 -17.710 -3.913 27.222
O4 -16.457 -4.389 26.595
C16 -16.544 -5.776 26.287
N4 -16.587 -1.944 28.199
H34 -16.547 -1.825 25.455
H35 -17.652 -0.645 26.098
H36 -18.339 -2.150 25.401
H37 -18.631 -2.081 27.833
H38 -18.577 -4.155 26.587
H39 -17.853 -4.350 28.189
H40 -16.905 -6.323 27.165
H41 -15.561 -6.172 26.017
H42 -17.239 -5.892 25.460
H43 -15.773 -2.441 27.870
H44 -16.754 -2.261 29.124
C17 -11.912 1.137 25.938
C18 -12.797 0.226 26.707
C19 -13.386 0.934 27.925
O5 -12.395 1.492 28.731
C20 -12.839 2.551 29.580
N5 -14.002 -0.190 25.878
H45 -11.040 1.460 26.539
H46 -12.483 2.013 25.771
H47 -11.664 0.586 25.043
H48 -12.205 -0.625 27.074
H49 -14.067 0.243 28.436
H50 -13.942 1.791 27.536
H51 -13.128 3.446 28.991
H52 -11.971 2.801 30.163
H53 -13.670 2.149 30.182
H54 -13.694 -0.872 25.148
H55 -14.694 -0.716 26.423
C21 -16.199 4.105 25.307
C22 -16.372 3.510 26.675
C23 -17.502 4.237 27.431
O6 -17.033 5.540 27.770
C24 -16.287 5.577 29.023
N6 -16.780 2.106 26.605
H56 -15.205 3.841 24.957
H57 -16.221 5.164 25.347
H58 -16.974 3.823 24.608
H59 -15.445 3.604 27.253
H60 -17.789 3.714 28.328
H61 -18.360 4.449 26.762
H62 -15.361 4.960 28.992
H63 -16.892 5.182 29.870
H64 -16.055 6.605 29.251
H65 -16.283 1.518 25.906
H66 -16.852 1.549 27.471
C25 -17.527 -0.362 18.261
C26 -19.034 -0.490 17.950
O7 -19.248 -0.849 16.589
H67 -16.982 -1.287 18.388
H68 -17.410 0.161 19.219
H69 -16.988 0.192 17.495
H70 -19.662 0.401 18.104
H71 -19.426 -1.313 18.576
H72 -19.579 -1.754 16.583
C27 -14.068 -2.240 19.554
C28 -13.505 -2.840 18.260
O8 -12.155 -2.538 18.185
H73 -14.217 -1.173 19.377
H74 -13.282 -2.298 20.300
H75 -14.998 -2.679 19.927
H76 -14.120 -2.530 17.361
H77 -13.628 -3.908 18.424
H78 -11.794 -2.790 17.315
C29 -13.922 0.839 16.933
C30 -13.949 2.176 16.288
O9 -13.631 3.165 17.209
H79 -14.149 -0.001 16.247
H80 -14.586 0.763 17.803
H81 -12.892 0.657 17.295
H82 -14.941 2.365 15.872
H83 -13.253 2.125 15.437
H84 -12.759 2.974 17.588
C31 -15.251 -4.138 23.443
C32 -15.068 -5.008 22.214
O10 -16.096 -4.682 21.296
H85 -14.519 -4.318 24.232
H86 -16.245 -4.256 23.880
H87 -15.118 -3.082 23.238
H88 -15.046 -6.076 22.462
H89 -14.127 -4.758 21.717
H90 -15.763 -4.976 20.452
C33 -15.788 1.496 21.236
C34 -15.463 1.661 22.709
O11 -15.057 0.376 23.204
H91 -14.828 1.266 20.723
H92 -16.243 2.388 20.808
H93 -16.552 0.717 21.083
H94 -16.332 1.984 23.302
H95 -14.706 2.412 22.868
H96 -14.921 0.355 24.167
C35 -15.788 5.161 21.758
C36 -17.239 4.669 21.570
O12 -18.142 5.602 22.114
H97 -15.567 5.030 22.829
H98 -15.665 6.201 21.497
H99 -15.137 4.525 21.154
H100 -17.355 3.680 21.968
H101 -17.456 4.585 20.503
H102 -18.955 5.357 21.627
C37 -19.440 -1.021 21.967
C38 -18.849 -2.415 22.200
O13 -18.307 -2.941 20.999
H103 -18.723 -0.357 21.520
H104 -19.775 -0.618 22.916
H105 -20.251 -1.046 21.230
H106 -19.674 -3.040 22.562
H107 -18.098 -2.397 22.983
H108 -17.567 -3.556 21.155
C39 -12.479 4.848 23.423
C40 -11.514 5.761 22.659
O14 -10.179 5.434 22.858
H109 -13.542 5.118 23.305
H110 -12.240 4.752 24.493
H111 -12.451 3.829 23.003
H112 -11.652 6.788 22.954
H113 -11.827 5.705 21.597
H114 -10.098 4.482 22.824

These are the Mulliken partial charges, in e, on atoms 1 to 99: -1.297 -0.169 0.238 -0.526 -0.066 -0.295 0.463 0.015 0.407 0.478 0.506 -0.269 -0.092 -0.018 0.435 0.316 -0.042 -0.744 0.790 -0.998 -0.353 -0.771 -0.407 -0.213 0.536 0.014 -0.021 0.533 0.377 0.280 0.250 0.320 0.136 0.006 -1.601 0.508 -1.245 0.021 -0.368 -0.459 0.374 0.433 0.310 0.267 0.556 0.387 0.371 0.230 -0.345 0.207 0.264 -0.183 -0.055 -0.947 -0.231 -0.924 -0.538 -0.357 -0.177 0.553 0.451 0.421 0.510 0.356 0.246 0.358 0.287 0.290 -0.611 0.247 0.015 -0.443 -0.682 0.222 0.442 0.231 -0.360 0.406 0.400 -0.428 0.192 0.335 0.311 -0.058 -0.329 -1.209 1.559 -1.027 -0.392 -0.470 0.013 0.082 0.714 -0.087 -0.443 0.578 0.136 0.043 0.286

Record 2
# C6H12O

2 unconnected molecules or ions with the total composition C6H12O at a distorted geometry (ωB97M-V/def2-TZVPD, the Open Molecules 2025 dataset).

Results
- E_HOMO: -0.2870 Ha
- Orbital gap: 8.81 eV
- Charge: 0

Positions of all 19 atoms, in Å:
C1 -1.611 0.647 -1.342
C2 -0.912 0.888 -0.027
O1 -1.213 2.178 0.391
C3 -0.760 -0.089 0.931
C4 -0.078 -1.395 0.695
C5 1.387 -0.922 0.721
C6 1.802 -0.134 -0.471
H1 -1.378 -0.341 -1.741
H2 -1.366 1.414 -2.078
H3 -2.691 0.694 -1.149
H4 0.675 0.821 -0.549
H5 -0.761 2.313 1.235
H6 -0.840 0.224 1.974
H7 -0.305 -1.855 -0.276
H8 -0.283 -2.133 1.480
H9 1.693 -0.523 1.698
H10 1.687 -0.663 -1.424
H11 2.231 -1.563 0.323
H12 2.723 0.440 -0.390

Charges in e, computed with natural (NBO), in the same order as the atoms: -0.646 0.256 -0.697 -0.284 -0.434 -0.453 -0.552 0.217 0.220 0.229 0.152 0.474 0.195 0.208 0.223 0.213 0.201 0.255 0.222

Record 3
# C9H21F4N5O12S4V

A molecular structure, C9H21F4N5O12S4V at a distorted geometry (ωB97M-V/def2-TZVPD, the Open Molecules 2025 dataset).

Results
- E_HOMO (alpha / beta): -0.4680 / -0.4688 Ha
- Spin multiplicity: 3
- Orbital gap (alpha / beta): 8.29 / 3.43 eV
- Charge: +1

Positions of all 56 atoms, in Å:
O1 -0.210 -1.738 -0.889
V1 -0.363 -0.225 -0.416
N1 -1.560 -0.772 1.173
S1 -1.445 -1.871 2.486
O2 -2.578 -2.690 2.872
O3 -0.539 -1.414 3.518
F1 -0.580 -2.972 1.659
S2 -2.919 -0.241 1.746
O4 -2.993 0.494 3.002
O5 -4.149 -0.904 1.270
F2 -3.011 1.015 0.787
N2 0.771 0.552 -1.898
S3 0.637 2.200 -2.485
O6 0.313 2.363 -3.903
O7 1.581 3.133 -1.901
F3 -0.741 2.589 -1.808
S4 2.192 0.441 -2.431
O8 3.342 0.749 -1.566
O9 2.432 0.519 -3.876
F4 2.163 -1.184 -2.282
C1 -0.054 2.534 1.617
O10 -0.196 1.747 0.654
N3 1.105 3.064 1.993
C2 1.211 3.987 3.160
C3 2.345 2.791 1.363
H1 -0.920 2.808 2.239
H2 1.987 3.509 3.758
H3 0.268 4.150 3.682
H4 1.651 4.964 2.963
H5 2.287 2.092 0.529
H6 2.734 3.651 0.817
H7 3.143 2.383 1.983
C4 -2.980 0.304 -2.500
O11 -1.976 0.092 -1.818
N4 -3.956 -0.578 -2.694
C5 -5.193 -0.250 -3.452
C6 -3.893 -2.026 -2.283
H8 -3.236 1.278 -2.945
H9 -5.200 -0.814 -4.385
H10 -5.352 0.796 -3.716
H11 -6.122 -0.603 -3.005
H12 -3.763 -2.662 -3.159
H13 -3.106 -2.271 -1.570
H14 -4.838 -2.359 -1.852
C7 2.686 -1.021 1.198
O12 1.491 -0.856 0.865
N5 3.340 -2.201 1.221
C8 4.812 -2.228 1.283
C9 2.709 -3.516 0.977
H15 3.395 -0.206 1.412
H16 5.342 -1.276 1.289
H17 5.149 -2.831 0.440
H18 5.104 -2.777 2.179
H19 1.643 -3.595 1.191
H20 2.786 -3.870 -0.051
H21 3.256 -4.258 1.558

Charges in e, computed with natural (NBO), in the same order as the atoms: -0.412 1.436 -1.112 2.366 -0.784 -0.867 -0.514 2.383 -0.841 -0.856 -0.509 -1.106 2.361 -0.814 -0.848 -0.463 2.405 -0.911 -0.800 -0.534 0.583 -0.715 -0.373 -0.410 -0.452 0.178 0.207 0.233 0.225 0.243 0.241 0.197 0.589 -0.682 -0.362 -0.425 -0.426 0.162 0.211 0.229 0.227 0.213 0.237 0.228 0.526 -0.365 -0.038 -0.457 -0.480 0.190 0.267 0.279 0.277 0.298 0.300 0.261

Record 4
# C4H4NO3S

2 unconnected molecules or ions with the total composition C4H4NO3S at a distorted geometry (ωB97M-V/def2-TZVPD, the Open Molecules 2025 dataset).

Results
- E_HOMO (alpha / beta): -0.1448 / -0.1447 Ha
- Orbital gap (alpha / beta): 7.43 / 7.43 eV
- Charge: -1

Positions of all 13 atoms, in Å:
C1 -1.320 -1.264 -0.495
C2 -1.921 -0.038 -0.388
C3 -0.306 -1.687 0.327
C4 1.583 -0.114 0.634
N1 2.578 -0.621 0.159
O1 3.843 0.261 0.212
O2 0.032 -2.728 0.782
O3 1.398 1.111 1.143
S1 -1.754 1.211 0.753
H1 -1.656 -2.072 -1.108
H2 -2.840 0.203 -1.192
H3 0.537 1.315 1.503
H4 3.406 1.074 0.579

Charges in e, computed with natural (NBO), in the same order as the atoms: -0.605 -0.217 0.706 0.339 -0.308 -0.663 -0.515 -0.770 -0.351 0.232 0.183 0.523 0.446

Record 5
# C58H42BiCl4N7O4S

A molecular structure, C58H42BiCl4N7O4S (ωB97M-V/def2-TZVPD, the Open Molecules 2025 dataset).

Results
- E_HOMO: -0.2166 Ha
- Orbital gap: 4.58 eV
- Charge: 0

Positions of all 117 atoms, in Å:
Bi1 0.560 0.089 0.452
Cl1 0.594 7.081 -3.892
C1 -0.016 5.580 -3.243
C2 -0.773 5.591 -2.079
C3 -1.258 4.403 -1.573
C4 -1.004 3.167 -2.191
C5 -0.238 3.202 -3.364
C6 0.248 4.389 -3.890
C7 -1.564 1.927 -1.653
C8 -1.734 1.788 -0.265
C9 -2.961 1.098 0.286
C10 -1.912 1.311 2.452
C11 -0.955 2.111 1.929
C12 0.190 2.577 2.710
C13 0.012 2.958 4.118
C14 0.976 2.599 5.062
C15 0.815 2.928 6.398
C16 -0.322 3.614 6.791
Cl2 -0.535 4.019 8.465
C17 -1.300 3.975 5.875
C18 -1.131 3.640 4.543
C19 1.426 2.648 2.126
N1 1.816 1.923 0.981
C20 3.067 2.244 0.691
C21 3.886 1.593 -0.292
C22 5.180 2.244 -0.628
C23 6.400 1.667 -0.288
C24 7.599 2.289 -0.600
C25 7.573 3.512 -1.248
Cl3 9.072 4.303 -1.637
C26 6.375 4.118 -1.588
C27 5.186 3.478 -1.277
C28 3.551 0.377 -0.823
C29 4.420 -0.403 -1.734
C30 3.845 -1.578 -1.975
C31 2.515 -1.611 -1.301
N2 2.438 -0.366 -0.587
C32 1.204 -2.053 -2.033
C33 0.181 -1.083 -2.461
C34 -0.504 -0.988 -3.665
C35 -1.364 0.117 -3.566
C36 -1.187 0.671 -2.303
N3 -0.241 -0.071 -1.637
C37 1.465 -3.107 -3.083
C38 1.098 -4.428 -2.880
C39 1.324 -5.382 -3.862
C40 1.924 -5.002 -5.048
Cl4 2.217 -6.191 -6.283
C41 2.302 -3.686 -5.271
C42 2.068 -2.744 -4.283
C43 3.531 3.275 1.598
C44 2.547 3.473 2.505
N4 -0.813 2.282 0.555
H1 -0.983 6.527 -1.579
H2 -1.853 4.432 -0.669
H3 -0.006 2.277 -3.875
H4 0.838 4.384 -4.796
H5 -3.154 0.181 -0.268
H6 -1.985 1.073 3.505
H7 1.834 2.021 4.743
H8 1.556 2.646 7.133
H9 -2.175 4.516 6.205
H10 -1.876 3.934 3.816
H11 6.410 0.721 0.240
H12 8.545 1.838 -0.336
H13 6.376 5.072 -2.096
H14 4.243 3.939 -1.547
H15 5.370 -0.051 -2.102
H16 4.226 -2.393 -2.568
H17 -0.397 -1.649 -4.510
H18 -2.031 0.497 -4.323
H19 0.637 -4.717 -1.946
H20 1.039 -6.414 -3.709
H21 2.768 -3.408 -6.205
H22 2.349 -1.713 -4.456
H23 4.489 3.763 1.545
H24 2.538 4.178 3.320
O1 0.866 -2.691 -0.736
O2 2.292 -2.723 -0.397
C45 -4.163 2.029 0.235
O3 -2.818 0.673 1.688
H25 -3.936 2.975 0.730
H26 -5.013 1.563 0.734
H27 -4.422 2.241 -0.801
C46 -0.221 -3.173 4.655
N5 0.638 -2.442 3.749
C47 1.212 -3.168 2.629
C48 0.854 -1.124 3.901
O4 1.523 -0.430 3.149
H28 -1.116 -3.534 4.143
H29 -0.523 -2.525 5.476
H30 0.310 -4.033 5.066
H31 0.439 -3.454 1.911
H32 1.704 -4.072 2.992
H33 1.942 -2.540 2.128
H34 0.362 -0.701 4.791
S1 -4.732 -5.444 0.026
C49 -3.631 -4.044 0.078
C50 -3.298 -3.341 -1.070
C51 -2.435 -2.261 -0.969
N6 -1.893 -1.875 0.185
C52 -2.212 -2.555 1.278
C53 -3.074 -3.642 1.284
C54 -6.230 -4.594 -0.433
C55 -7.026 -3.989 0.530
C56 -8.181 -3.340 0.120
N7 -8.578 -3.267 -1.146
C57 -7.814 -3.859 -2.057
C58 -6.639 -4.534 -1.757
H35 -3.702 -3.624 -2.033
H36 -2.164 -1.684 -1.845
H37 -1.769 -2.205 2.206
H38 -3.316 -4.157 2.204
H39 -6.751 -4.020 1.575
H40 -8.819 -2.857 0.852
H41 -8.154 -3.795 -3.085
H42 -6.060 -5.007 -2.538

These are the Mulliken partial charges, in e, on atoms 1 to 99: 1.727 -0.257 0.419 -1.050 -0.187 0.224 -0.222 -1.214 -0.100 0.920 0.148 -0.525 -0.449 1.745 -0.161 -0.240 -1.184 0.399 -0.214 -1.020 -0.123 -0.306 1.434 0.536 0.992 -1.052 0.035 -0.963 0.413 -0.219 -1.017 -0.032 0.171 -1.347 -1.396 1.020 0.164 1.524 -0.571 -0.295 -1.605 -0.178 0.227 -0.866 -0.300 -1.186 0.366 -0.222 -1.209 0.042 -1.481 -1.657 -0.174 0.413 0.309 0.375 0.416 -0.198 0.749 0.583 0.431 0.438 0.477 0.546 0.417 0.424 0.631 0.637 0.777 0.708 0.468 0.523 0.430 0.411 0.505 0.552 0.637 -0.082 -0.558 -1.811 -0.331 0.355 0.436 0.416 -0.795 0.263 -0.749 0.231 -0.585 0.235 0.293 0.316 0.179 0.441 0.131 0.221 -0.135 0.320 -1.353

Record 6
# C7H6N2

A single C7H6N2 molecule (ωB97M-V/def2-TZVPD, the Open Molecules 2025 dataset).

Results
- E_HOMO: -0.3875 Ha
- SMILES: C=C(C#N)CC(=C)C#N
- Orbital gap: 10.52 eV
- Charge: 0

Positions of all 15 atoms, in Å:
C1 0.103 0.074 0.990
C2 -0.271 -1.173 0.224
C3 0.299 1.184 -0.017
C4 0.555 -2.184 -0.026
C5 -0.676 1.980 -0.450
C6 1.612 1.282 -0.539
C7 -1.593 -1.138 -0.287
N1 2.681 1.350 -0.937
N2 -2.664 -1.032 -0.682
H1 -0.703 0.345 1.675
H2 1.021 -0.097 1.554
H3 0.246 -3.044 -0.599
H4 -0.495 2.736 -1.192
H5 1.565 -2.187 0.351
H6 -1.678 1.904 -0.064

Charges in e, computed with natural (NBO), in the same order as the atoms: -0.429 -0.133 -0.139 -0.282 -0.277 0.252 0.255 -0.291 -0.293 0.238 0.239 0.217 0.217 0.211 0.214

Calculated total energy (a.u.), listed in the same order as above: -2974.070638; -310.922048; -4467.976636; -833.367328; -5373.071552; -379.787972